# 1
{
  "formula": "C47H49AsF6N8OTi",
  "method": "ωB97M-V/def2-TZVPD",
  "e_lumo_ha": [-0.365, -0.404],
  "homo_ev": [-15.704, -15.704],
  "fmax_ev_per_a": 1.0,
  "energy_ev": -163742.3252,
  "total_charge": 3,
  "spin_multiplicity": 2,
  "orbital_gap_ev": [5.78, 4.72],
  "species": ["Ti", "C", "C", "N", "C", "C", "N", "C", "C", "C", "C", "C", "N", "C", "C", "N", "C", "C", "N", "C", "C", "C", "N", "C", "C", "H", "H", "H", "H", "H", "H", "H", "H", "H", "H", "H", "H", "C", "C", "C", "C", "C", "C", "C", "C", "C", "C", "C", "C", "N", "C", "C", "C", "C", "C", "N", "C", "C", "C", "C", "H", "H", "H", "H", "H", "H", "H", "H", "H", "H", "H", "H", "H", "H", "H", "H", "H", "H", "H", "H", "H", "H", "H", "H", "H", "H", "H", "H", "H", "F", "As", "F", "F", "F", "F", "F", "C", "C", "O", "C", "C", "C", "C", "C", "C", "H", "H", "H", "H", "H", "H", "H", "H"],
  "coordinates": [[-0.121, 0.380, -0.195], [-4.360, -1.590, -1.008], [-3.367, -0.622, -0.889], [-2.094, -0.953, -0.961], [-1.774, -2.231, -1.165], [-2.764, -3.190, -1.268], [-4.058, -2.869, -1.181], [-0.334, -2.469, -1.376], [0.211, -3.683, -1.703], [1.564, -3.772, -2.052], [2.289, -2.580, -2.137], [1.690, -1.400, -1.777], [0.416, -1.346, -1.343], [2.306, -0.075, -1.904], [3.491, 0.173, -2.563], [3.929, 1.413, -2.771], [3.172, 2.410, -2.329], [1.983, 2.176, -1.661], [1.562, 0.942, -1.442], [2.192, -5.072, -2.346], [3.518, -5.300, -1.999], [4.069, -6.547, -2.272], [3.385, -7.530, -2.862], [2.113, -7.299, -3.196], [1.472, -6.091, -2.952], [-5.411, -1.326, -0.957], [-3.606, 0.428, -0.751], [-2.536, -4.238, -1.436], [-0.398, -4.578, -1.686], [3.311, -2.590, -2.491], [4.102, -0.632, -2.956], [3.516, 3.420, -2.514], [1.357, 2.983, -1.324], [4.109, -4.545, -1.488], [5.097, -6.763, -2.007], [1.586, -8.114, -3.679], [0.443, -5.952, -3.271], [0.393, 6.082, 1.168], [1.168, 4.813, 0.758], [2.566, 5.195, 0.227], [1.246, 3.889, 1.945], [2.145, 4.338, 2.990], [2.237, 3.740, 4.247], [1.394, 2.716, 4.490], [0.447, 2.243, 3.484], [-0.601, 1.357, 4.071], [0.045, -0.042, 4.247], [-1.972, 1.342, 3.404], [0.507, 2.733, 2.138], [-0.246, 2.123, 1.068], [-1.207, 2.867, 0.510], [-1.718, 2.563, -0.723], [-2.624, 3.316, -1.474], [-2.614, 2.781, -2.741], [-1.698, 1.706, -2.777], [-1.160, 1.540, -1.521], [-1.387, 0.951, -4.070], [-1.950, -0.484, -4.059], [0.122, 0.888, -4.332], [-2.033, 1.684, -5.257], [0.324, 6.757, 0.313], [0.908, 6.616, 1.973], [-0.621, 5.857, 1.510], [0.604, 4.347, -0.037], [3.014, 5.991, 0.826], [2.476, 5.588, -0.789], [3.258, 4.348, 0.219], [2.803, 5.173, 2.768], [2.928, 4.104, 4.997], [1.369, 2.252, 5.471], [-0.751, 1.749, 5.081], [0.439, -0.414, 3.304], [-0.710, -0.729, 4.634], [0.873, -0.016, 4.956], [-2.357, 2.358, 3.287], [-2.667, 0.805, 4.050], [-1.962, 0.853, 2.439], [-1.579, 3.755, 1.010], [-3.184, 4.175, -1.120], [-3.181, 3.147, -3.581], [-1.337, -1.146, -3.449], [-1.941, -0.873, -5.080], [-2.984, -0.514, -3.703], [0.611, 0.220, -3.632], [0.585, 1.879, -4.284], [0.290, 0.490, -5.335], [-3.125, 1.666, -5.207], [-1.742, 1.176, -6.177], [-1.698, 2.722, -5.331], [1.394, -0.005, 0.925], [3.424, -0.210, 1.702], [3.490, -1.364, 0.474], [2.663, -1.341, 2.696], [4.981, -0.372, 2.279], [2.868, 1.006, 2.754], [3.733, 1.003, 0.559], [0.061, -2.809, 1.748], [-1.033, -1.808, 1.896], [-1.002, -0.753, 1.211], [-2.155, -2.070, 2.770], [-2.099, -3.128, 3.691], [-3.153, -3.348, 4.555], [-4.278, -2.530, 4.501], [-4.357, -1.495, 3.573], [-3.299, -1.260, 2.722], [0.768, -2.521, 0.983], [-0.355, -3.795, 1.541], [0.609, -2.882, 2.690], [-1.230, -3.776, 3.742], [-3.106, -4.162, 5.269], [-5.098, -2.700, 5.189], [-5.244, -0.875, 3.528], [-3.346, -0.455, 2.005]],
  "mulliken_charge": [-1.612, -0.819, -0.723, 1.678, -0.023, -0.284, -0.532, -0.505, -1.024, -0.265, -1.147, 0.372, 2.029, 0.125, -0.435, -0.508, -1.240, -0.740, 1.332, 0.231, -0.531, -0.517, -0.514, -0.515, -0.562, 0.516, 0.339, 0.507, 0.784, 0.987, 0.518, 0.579, 0.658, 0.478, 0.400, 0.392, 0.474, -1.616, 0.756, -1.737, 0.840, -0.269, -1.798, -0.549, 0.225, 0.322, -1.371, -1.492, 0.113, 1.645, -0.338, -0.518, -1.862, -0.927, -0.367, 1.740, 2.479, -1.393, -1.435, -2.183, 0.484, 0.401, 0.328, -0.113, 0.545, 0.413, 0.389, 0.487, 0.493, 0.514, 0.763, -0.090, 0.450, 0.694, 0.443, 0.576, -0.402, 0.373, 0.670, 0.738, 0.076, 0.607, 0.236, 0.087, 0.340, 0.545, 0.474, 0.450, 0.486, 0.917, 1.576, -0.380, -0.440, -0.364, -0.264, -0.442, -1.903, 0.984, 0.636, 1.217, -0.750, -0.992, -0.599, -0.867, -0.332, -0.138, 0.533, 0.520, 0.449, 0.480, 0.460, 0.495, 0.580]
}



# 2
{
  "formula": "C47H49BaBrClFN10O7PS",
  "method": "ωB97M-V/def2-TZVPD",
  "e_lumo_ha": [0.056, 0.056],
  "homo_ev": [-0.834, -0.843],
  "fmax_ev_per_a": 5.4,
  "energy_ev": -184864.2375,
  "total_charge": -1,
  "spin_multiplicity": 1,
  "orbital_gap_ev": [2.36, 2.36],
  "species": ["Ba", "O", "N", "N", "O", "C", "C", "C", "C", "C", "C", "H", "H", "H", "H", "H", "C", "C", "C", "C", "C", "C", "C", "F", "C", "C", "C", "O", "C", "C", "N", "C", "C", "O", "O", "H", "H", "H", "H", "H", "H", "H", "H", "H", "H", "H", "C", "O", "C", "C", "C", "Br", "C", "C", "C", "O", "C", "N", "C", "C", "C", "C", "C", "C", "N", "H", "H", "H", "H", "H", "H", "H", "H", "H", "H", "H", "Cl", "C", "H", "H", "C", "C", "C", "C", "N", "C", "S", "N", "C", "H", "H", "H", "H", "H", "H", "H", "H", "C", "N", "C", "N", "C", "N", "C", "P", "C", "C", "H", "H", "H", "H", "H", "H", "H", "H", "H", "H", "H", "H"],
  "coordinates": [[-0.804, -1.289, 0.852], [-2.517, 0.508, 2.237], [-3.493, 0.872, 1.576], [-3.448, 0.941, 0.277], [-2.261, 0.636, -0.315], [-4.631, 1.021, -0.430], [-4.846, 0.042, -1.451], [-6.131, -0.141, -1.816], [-7.202, 0.496, -1.184], [-6.967, 1.586, -0.329], [-5.629, 1.862, 0.065], [-4.005, -0.452, -1.965], [-6.385, -0.806, -2.637], [-8.236, 0.305, -1.431], [-7.772, 2.210, 0.082], [-5.315, 2.701, 0.687], [6.185, -0.267, 3.382], [6.221, 0.953, 2.463], [7.548, 0.972, 1.770], [7.642, 0.158, 0.462], [6.320, -0.261, -0.158], [6.273, -0.837, -1.410], [5.146, -1.534, -1.828], [5.200, -2.230, -2.946], [3.972, -1.461, -1.123], [3.843, -0.585, -0.030], [2.568, -0.214, 0.570], [1.501, -0.575, -0.046], [2.654, 0.307, 1.908], [3.774, 1.012, 2.216], [4.998, 0.787, 1.601], [5.060, 0.066, 0.466], [1.612, 0.156, 3.120], [2.071, 0.646, 4.175], [0.498, -0.527, 2.991], [7.144, -0.302, 3.878], [6.009, -1.147, 2.811], [5.373, -0.208, 4.097], [6.078, 1.879, 3.052], [8.311, 0.657, 2.523], [7.862, 2.042, 1.567], [8.246, -0.706, 0.644], [8.257, 0.701, -0.295], [7.158, -0.853, -2.053], [3.094, -2.095, -1.410], [3.728, 1.779, 2.951], [-3.947, -4.229, 0.848], [-2.795, -3.927, 0.017], [-2.707, -4.284, -1.277], [-3.535, -5.120, -1.975], [-3.252, -5.577, -3.256], [-4.221, -7.000, -4.077], [-2.153, -5.118, -3.946], [-1.369, -4.106, -3.367], [-1.607, -3.649, -2.004], [-0.776, -2.798, -1.475], [-0.445, -3.303, -4.165], [0.638, -2.614, -3.740], [1.270, -2.038, -4.844], [2.321, -1.187, -4.901], [2.632, -0.591, -6.126], [1.866, -0.827, -7.256], [0.817, -1.764, -7.261], [0.524, -2.342, -6.016], [-0.570, -3.185, -5.511], [-3.923, -5.246, 1.275], [-4.915, -4.060, 0.349], [-3.816, -3.573, 1.723], [-4.431, -5.507, -1.514], [-1.875, -5.629, -4.863], [0.682, -2.221, -2.805], [2.881, -0.888, -4.064], [3.436, 0.130, -6.197], [1.967, -0.208, -8.152], [0.282, -2.104, -8.127], [-1.282, -3.628, -6.156], [1.644, -4.766, 2.808], [1.433, -3.162, 2.822], [2.277, -2.511, 2.513], [0.570, -2.752, 3.395], [-0.709, 0.870, 6.541], [-1.920, 0.120, 6.033], [-3.205, 0.338, 6.505], [-4.240, -0.401, 5.955], [-3.973, -1.354, 5.103], [-2.746, -1.682, 4.760], [-2.385, -3.030, 3.716], [-1.668, -0.994, 5.261], [-5.715, -0.160, 6.285], [-0.087, 0.135, 7.163], [-1.027, 1.707, 7.148], [-0.117, 1.281, 5.698], [-3.398, 1.257, 7.020], [-0.762, -0.971, 4.778], [-6.051, 0.855, 6.052], [-5.968, -0.189, 7.362], [-6.244, -0.951, 5.701], [-1.444, 5.132, -2.414], [-1.344, 3.935, -1.559], [-1.046, 4.407, -0.199], [0.110, 5.250, -0.108], [0.093, 6.383, -1.111], [-0.181, 5.867, -2.453], [0.970, 5.124, -3.023], [1.386, 3.615, -2.001], [-0.433, 2.925, -2.087], [1.296, 4.470, -0.252], [-2.303, 5.773, -2.115], [-1.605, 4.800, -3.457], [-0.980, 3.574, 0.503], [-1.974, 4.924, 0.134], [1.085, 6.846, -1.098], [-0.787, 6.982, -0.752], [1.844, 5.766, -3.027], [0.780, 4.929, -4.098], [-0.482, 2.057, -1.490], [-0.729, 2.673, -3.092], [2.261, 5.038, -0.157], [1.376, 3.680, 0.527]],
  "mulliken_charge": [1.359, -0.264, -0.631, 0.899, -0.299, 0.103, -0.423, -0.351, -0.701, -0.393, -0.453, 0.447, 0.366, 0.363, 0.348, 0.371, -1.322, -0.018, -0.948, -0.990, 0.576, -1.008, -0.009, -0.397, -0.577, 0.645, 0.375, -0.567, -0.086, -0.604, 0.105, 0.361, -0.328, -0.765, -0.376, 0.456, 0.363, 0.376, 0.374, 0.340, 0.313, 0.421, 0.398, 0.419, 0.672, 0.609, -0.677, -0.112, -0.043, -0.300, -0.434, -0.261, -0.766, 0.309, 0.458, -0.479, -0.055, 0.187, 0.501, -0.230, -0.851, -0.377, -1.058, 0.232, -0.056, 0.280, 0.366, -0.002, 0.476, 0.542, 0.188, 0.582, 0.425, 0.347, 0.397, 0.329, -0.384, 0.165, -0.144, -0.177, -1.206, 1.214, -1.047, 0.923, -0.398, -0.083, -0.301, 0.144, -1.223, 0.277, 0.375, 0.229, 0.303, 0.015, 0.305, 0.312, 0.330, -0.885, 0.218, -1.065, 0.093, -0.838, 0.039, -0.778, 0.043, -0.330, -0.432, 0.266, 0.367, 0.394, 0.200, 0.402, 0.301, 0.389, 0.386, -0.042, 0.550, 0.355, 0.275]
}



Calculated energy above the lowest of the compared OMol25 structures with the same formula, charge and spin, 74.6 295.8 kJ/mol (same order as the records).